Entry from the OMol25 dataset: a molecular structure, C25H28Cl2N4O2SSiTi at a distorted geometry (ωB97M-V/def2-TZVPD).

Computed properties:
spin multiplicity	1
energy relative to the best compared isomer or geometry (same formula, charge and spin)	0.0	kJ/mol
E_HOMO	-7.22	eV
total energy	-3796.59597	a.u.

Positions of all 64 atoms, in Å:
Ti  -0.7696  0.0039  0.1719
C  2.6060  0.5946  0.8444
N  1.4497  -0.0488  1.4772
C  1.2044  0.5858  2.7777
C  0.2180  1.7118  2.6447
C  0.1332  2.6807  3.6343
C  -0.7727  3.7118  3.4886
C  -1.5479  3.7557  2.3402
C  -1.4221  2.7459  1.4129
N  -0.5657  1.7165  1.5662
C  1.6605  -1.4986  1.5986
C  0.4694  -2.1579  2.2422
C  0.5788  -3.3884  2.8638
C  -0.5466  -3.9302  3.4632
C  -1.7304  -3.2134  3.4338
C  -1.7526  -1.9944  2.7783
N  -0.6768  -1.4739  2.1885
C  2.6121  0.5178  -0.6595
C  3.7098  0.9722  -1.3817
C  3.6450  0.9412  -2.7622
C  2.4979  0.4494  -3.3718
C  1.4620  0.0125  -2.5708
N  1.5205  0.0507  -1.2372
H  3.5355  0.1621  1.2342
H  2.6050  1.6500  1.1220
H  2.1339  0.9652  3.2132
H  0.8055  -0.1391  3.4811
H  0.7792  2.6174  4.5014
H  -0.8679  4.4739  4.2518
H  -2.2500  4.5590  2.1639
H  -2.0176  2.7254  0.5151
H  2.5646  -1.7200  2.1798
H  1.7953  -1.9062  0.5944
H  1.5282  -3.9103  2.8764
H  -0.4971  -4.8961  3.9512
H  -2.6325  -3.5958  3.8908
H  -2.6560  -1.4032  2.6912
H  4.5905  1.3427  -0.8698
H  4.4774  1.2957  -3.3568
H  2.4054  0.4176  -4.4488
H  0.5402  -0.3735  -2.9894
S  -2.9212  0.0351  0.4979
C  -3.0044  4.3707  -2.8246
Si  -1.5305  3.4275  -3.4802
C  -0.1048  4.6133  -3.7288
C  -1.9494  2.6274  -5.1097
C  -1.0818  2.1780  -2.2329
C  -0.9329  1.3663  -1.3304
H  -3.3937  5.0750  -3.5662
H  -2.7310  4.9370  -1.9295
H  -3.8064  3.6796  -2.5517
H  -0.3572  5.3739  -4.4744
H  0.7883  4.0847  -4.0734
H  0.1465  5.1234  -2.7950
H  -2.2519  3.3835  -5.8395
H  -2.7674  1.9119  -4.9945
H  -1.0885  2.0880  -5.5136
Cl  -0.4176  -4.6805  -0.6146
C  -1.7300  -3.6413  -1.2272
Cl  -3.1271  -3.7010  -0.1352
C  -1.2625  -2.1888  -1.4281
O  -1.6384  -1.6196  -2.4190
O  -0.4463  -1.7180  -0.5164
H  -2.0453  -4.0458  -2.1776



Entry from the OMol25 dataset: a single C3H6N4 molecule at a distorted geometry (ωB97M-V/def2-TZVPD).

Computed properties:
spin multiplicity	1
energy relative to the best compared isomer or geometry (same formula, charge and spin)	151.7	kJ/mol
E_HOMO	-9.88	eV
total energy	-336.89147	a.u.

Positions of all 13 atoms, in Å:
H  2.4138  -0.1860  -0.5596
N  2.1552  -1.0842  -0.1548
C  0.9347  -1.0883  0.1885
N  -0.1387  -0.1571  -0.0625
C  0.0971  1.2189  -0.2302
N  1.1094  1.8861  0.1853
H  1.6853  1.2866  0.7975
C  -1.4821  -0.6934  -0.0516
N  -2.5613  -0.0604  0.0646
H  -2.5005  0.9854  0.2315
H  0.4751  -2.0094  0.6269
H  -0.7205  1.7007  -0.8368
H  -1.4675  -1.7990  -0.1987



Entry from the OMol25 dataset: 2 unconnected molecules or ions with the total composition C4H10O4 at a distorted geometry (ωB97M-V/def2-TZVPD).

Computed properties:
spin multiplicity	1
energy relative to the best compared isomer or geometry (same formula, charge and spin)	48.4	kJ/mol
E_HOMO	-10.14	eV
total energy	-459.37038	a.u.

Positions of all 18 atoms, in Å:
C  -1.4479  2.1135  0.1366
C  -0.7603  0.8689  -0.4651
O  0.6570  0.9851  -0.2224
C  -1.3553  -0.4865  -0.0203
C  -0.4961  -1.7011  0.0226
O  0.7000  -1.8053  -0.0556
O  -1.2661  -2.7871  0.2360
H  -1.9133  2.6456  -0.6989
H  -0.7965  2.7782  0.6882
H  -2.3014  1.8896  0.7828
H  -0.7809  0.8883  -1.5573
H  0.8035  0.8451  0.7144
H  -1.8094  -0.4250  0.9759
H  -2.2377  -0.7052  -0.6230
H  -0.7488  -3.5811  0.1616
O  3.3099  1.9165  0.3482
H  4.1636  1.8946  -0.1032
H  2.6222  1.8694  -0.3061